1.
DFT (ωB97M-V/def2-TZVPD) results for 8 unconnected molecules or ions with the total composition C34H51BN2O23 in a non-equilibrium geometry.

The calculation puts the electronic energy at -3191.2313 Eh. The value obtained for the gap between HOMO and LUMO is 10.583 eV. Its SMILES is CCOB(O)[C@@H](C#N)CC#N.C[C@@H]1COC(=O)O1.C[C@@H]1COC(=O)O1.C[C@@H]1COC(=O)O1.C[C@@H]1COC(=O)O1.C[C@@H]1COC(=O)O1.C[C@@H]1COC(=O)O1.C[C@@H]1COC(=O)O1.

```
111
C34H51BN2O23 (ωB97M-V/def2-TZVPD)
C 1.9781 -3.6669 1.7039
C 1.0760 -3.7034 0.4373
O 1.4526 -2.7811 -0.6100
B 1.8284 -1.5368 -0.1551
O 1.1703 -0.8110 0.8305
C 3.1318 -0.8646 -0.8870
C 3.9982 -2.0157 -1.3517
N 4.6724 -2.8244 -1.7646
C 2.5514 -0.1330 -2.1773
C 2.5378 1.3763 -1.9813
N 2.5191 2.4844 -1.8041
H 1.6009 -2.9096 2.4251
H 3.0617 -3.5729 1.4945
H 1.8460 -4.6499 2.2152
H 1.1867 -4.7225 -0.0010
H -0.0061 -3.6243 0.6941
H 1.7243 -0.0315 0.9930
H 3.6610 -0.1402 -0.2416
H 3.1291 -0.3967 -3.0860
H 1.5091 -0.4627 -2.3736
C 2.6480 4.9785 0.3079
C 1.7550 4.5757 1.4569
C 0.7127 5.6018 1.8080
O 0.5000 5.3552 3.2001
C 1.6525 4.8244 3.6883
O 1.8900 4.6851 4.8466
O 2.4957 4.4781 2.6810
H 3.2686 5.8364 0.5764
H 3.3284 4.1663 0.0557
H 2.0632 5.2246 -0.5786
H 1.3013 3.5999 1.2566
H -0.2106 5.4681 1.2464
H 1.0593 6.6317 1.6858
C -3.1936 -1.1969 0.9927
C -3.4047 -2.3011 2.0000
C -3.3465 -1.8398 3.4305
O -2.8965 -3.0169 4.1120
C -2.1740 -3.7421 3.2115
O -1.4920 -4.6744 3.4950
O -2.3344 -3.2566 1.9544
H -2.1769 -0.8027 1.0543
H -3.3195 -1.5807 -0.0208
H -3.9006 -0.3809 1.1412
H -4.3398 -2.8300 1.7900
H -4.3186 -1.5226 3.8062
H -2.6207 -1.0405 3.6011
C -4.0232 -5.0320 8.2693
C -4.6931 -3.6905 8.0815
C -4.1536 -2.8996 6.9210
O -4.3940 -1.5516 7.3331
C -4.3927 -1.5480 8.6957
O -4.3662 -0.5672 9.3645
O -4.4227 -2.8182 9.1850
H -2.9769 -4.9091 8.5548
H -4.5056 -5.5865 9.0760
H -4.0767 -5.6301 7.3584
H -5.7778 -3.8180 8.0076
H -4.6744 -3.1174 5.9907
H -3.0803 -3.0303 6.7666
C 1.5381 0.5077 -7.0429
C 0.6506 -0.5068 -6.3596
C -0.7354 -0.5861 -6.9336
O -1.5073 -1.0199 -5.8076
C -0.8525 -0.5806 -4.6924
O -1.3095 -0.5923 -3.5937
O 0.3868 -0.1297 -5.0004
H 1.1733 1.5235 -6.8747
H 2.5480 0.4654 -6.6314
H 1.5948 0.3215 -8.1165
H 1.1331 -1.4820 -6.3523
H -0.8051 -1.3034 -7.7502
H -1.1251 0.3794 -7.2716
C -4.1396 1.6263 -4.9827
C -4.9910 1.2167 -3.8026
C -6.0302 2.2342 -3.4139
O -6.1855 1.9862 -2.0128
C -5.0039 1.4661 -1.5747
O -4.7038 1.3252 -0.4326
O -4.2052 1.1270 -2.6151
H -3.5154 2.4882 -4.7374
H -3.4609 0.8152 -5.2528
H -4.7539 1.8685 -5.8518
H -5.4434 0.2369 -3.9849
H -6.9729 2.0917 -3.9404
H -5.6983 3.2674 -3.5495
C 2.5693 4.3505 7.8046
C 3.9453 4.1939 8.4089
C 3.9580 3.4401 9.7112
O 5.1054 3.9836 10.3677
C 5.2762 5.2463 9.8851
O 6.0141 6.0503 10.3557
O 4.4888 5.4621 8.7977
H 1.9376 4.9851 8.4303
H 2.6354 4.8368 6.8327
H 2.0830 3.3828 7.6729
H 4.6266 3.7421 7.6810
H 4.0667 2.3655 9.5706
H 3.0782 3.6320 10.3317
C 4.4849 -1.7646 -11.3200
C 3.5889 -2.7762 -10.6436
C 2.2048 -2.8517 -11.2289
O 1.4255 -3.2812 -10.1098
C 2.0679 -2.8501 -8.9925
O 1.5960 -2.8625 -7.8988
O 3.3145 -2.4010 -9.2877
H 4.1214 -0.7484 -11.1546
H 5.4910 -1.8099 -10.9007
H 4.5491 -1.9506 -12.3930
H 4.0708 -3.7583 -10.6323
H 2.1351 -3.5679 -12.0461
H 1.8236 -1.8845 -11.5684
```

Results of the Löwdin charge analysis, in e, for atoms 1 through 6: C -0.067; C -0.192; O 0.060; B -0.633; O 0.175; C -0.133

=====

2.
DFT (ωB97M-V/def2-TZVPD) results for a molecular structure, C57H54N6O5PSTi.

As for the total charge: +3. The energy relative to the best compared isomer or geometry (same formula, charge and spin) comes out at 0.0 kcal/mol. The calculation puts the electronic energy at -4497.6591 Eh. The value obtained for the gap between HOMO and LUMO is 6.120 eV.

```
125
C57H54N6O5PSTi (ωB97M-V/def2-TZVPD)
Ti -0.4276 0.1697 -0.4572
C 4.2156 -1.7234 1.9844
N 2.9491 -1.8439 1.2570
C 2.1516 -0.8326 0.8773
N 1.0414 -1.2919 0.2951
C 1.1491 -2.6776 0.3181
C 2.3370 -3.0235 0.9061
C 2.8973 -4.3584 1.1611
C 4.1792 -4.6879 0.7226
C 4.6880 -5.9559 0.9554
C 3.9195 -6.8991 1.6239
C 2.6392 -6.5784 2.0541
C 2.1265 -5.3118 1.8234
C 0.1999 -3.6440 -0.2677
C -1.0599 -3.8290 0.2947
C -1.9207 -4.7951 -0.1983
C -1.5263 -5.5915 -1.2681
C -0.2718 -5.4193 -1.8347
C 0.5949 -4.4571 -1.3302
P 2.6408 0.9033 1.0166
C 2.3115 1.3675 -0.7101
N 1.2682 1.0106 -1.4696
C 1.4807 1.5508 -2.7235
C 2.6603 2.2532 -2.7028
N 3.1738 2.1078 -1.4337
C 4.4643 2.6377 -0.9847
C 3.3644 2.9481 -3.7922
C 3.6209 2.2735 -4.9841
C 4.2898 2.9160 -6.0134
C 4.7013 4.2329 -5.8601
C 4.4373 4.9131 -4.6791
C 3.7690 4.2742 -3.6465
C 0.5946 1.3949 -3.8923
C 0.3022 0.1334 -4.4132
C -0.4724 0.0111 -5.5561
C -0.9460 1.1481 -6.2015
C -0.6289 2.4046 -5.7087
C 0.1410 2.5283 -4.5592
C 1.1023 1.4693 1.7971
N -0.1248 1.0615 1.4605
C -1.0030 1.6552 2.3539
C -0.2697 2.4113 3.2351
N 1.0507 2.2719 2.8711
C 2.1902 2.9009 3.5443
C -0.7080 3.2389 4.3709
C -0.4322 4.6059 4.3825
C -0.8425 5.3886 5.4493
C -1.5294 4.8098 6.5084
C -1.8099 3.4512 6.4987
C -1.4009 2.6645 5.4328
C -2.4851 1.6828 2.3192
C -3.2320 0.8238 3.1191
C -4.6037 0.9941 3.2502
C -5.2372 2.0424 2.5951
C -4.4984 2.9068 1.7965
C -3.1288 2.7296 1.6603
H 4.1386 -0.9275 2.7198
H 4.4015 -2.6639 2.4938
H 5.0333 -1.5173 1.2968
H 4.7744 -3.9627 0.1791
H 5.6805 -6.2106 0.6097
H 4.3198 -7.8864 1.8103
H 2.0414 -7.3151 2.5733
H 1.1302 -5.0587 2.1647
H -1.3434 -3.2280 1.1461
H -2.8885 -4.9423 0.2648
H -2.1873 -6.3601 -1.6454
H 0.0406 -6.0448 -2.6601
H 1.5932 -4.3602 -1.7395
H 5.1357 2.6694 -1.8378
H 4.3436 3.6425 -0.5857
H 4.8768 1.9847 -0.2216
H 3.2930 1.2482 -5.1078
H 4.4931 2.3893 -6.9359
H 5.2242 4.7322 -6.6644
H 4.7487 5.9424 -4.5643
H 3.5406 4.8188 -2.7377
H 0.7609 -0.7396 -3.9619
H -0.6841 -0.9680 -5.9663
H -1.5359 1.0528 -7.1031
H -0.9650 3.2917 -6.2291
H 0.4029 3.5121 -4.1860
H 1.9022 3.1179 4.5682
H 3.0348 2.2174 3.5420
H 2.4596 3.8278 3.0424
H 0.0828 5.0650 3.5462
H -0.6299 6.4489 5.4548
H -1.8463 5.4203 7.3430
H -2.3404 3.0018 7.3271
H -1.6058 1.6017 5.4332
H -2.7311 0.0422 3.6766
H -5.1715 0.3308 3.8897
H -6.3001 2.1984 2.7244
H -4.9858 3.7412 1.3089
H -2.5434 3.4306 1.0782
O -0.6533 -1.4393 -1.8309
H -0.8326 -1.1623 -2.7442
H -0.2228 -2.3137 -1.8072
O 2.4935 -1.6801 -2.6042
H 2.6646 -2.6011 -2.8319
H 3.1477 -1.1983 -3.1244
C -2.4845 2.9578 -2.3628
C -1.6991 1.9254 -1.6544
O -0.9939 2.1627 -0.6308
O -1.6800 0.6933 -1.9967
H -3.0416 3.5526 -1.6386
H -3.1448 2.5056 -3.0981
H -1.7865 3.6231 -2.8728
C -4.4613 0.1227 -0.3172
S -3.2814 -1.2137 -0.3652
O -2.0025 -0.5847 0.3193
C -3.9937 -2.2477 0.8882
C -5.1335 -2.9422 0.4979
C -5.7545 -3.7679 1.4223
C -5.2228 -3.9050 2.6984
C -4.0725 -3.2171 3.0595
C -3.4458 -2.3739 2.1521
H -4.6035 0.4426 0.7126
H -5.3814 -0.2864 -0.7370
H -4.1006 0.9271 -0.9518
H -5.5350 -2.8579 -0.5058
H -6.6483 -4.3084 1.1427
H -5.7047 -4.5582 3.4132
H -3.6588 -3.3361 4.0520
H -2.5532 -1.8284 2.4215
```

Results of the Löwdin charge analysis, in e, for atoms 1 through 6: Ti 1.250; C 0.016; N -0.021; C -0.420; N 0.058; C -0.146

=====

3.
DFT (ωB97M-V/def2-TZVPD) results for 2 unconnected molecules or ions with the total composition C5H14OS in a non-equilibrium geometry.

As for the total charge: +1. The energy relative to the best compared isomer or geometry (same formula, charge and spin) comes out at 52.6 kcal/mol. The calculation puts the electronic energy at -671.9372 Eh. As for the multiplicity: 2. The value obtained for the gap between HOMO and LUMO (spin up / spin down) is 10.723 / 6.246 eV.

```
21
C5H14OS (ωB97M-V/def2-TZVPD)
C -2.3095 -1.2995 1.5752
C -1.7856 -0.9127 0.1427
C -0.4878 -0.0417 0.1478
C -0.5586 1.0021 -0.9244
S 1.0589 1.9940 -1.4646
C 2.5714 0.9911 -1.8948
H -2.6718 -2.3494 1.5946
H -1.5597 -1.1149 2.4070
H -3.1907 -0.6799 1.8394
H -2.7498 -0.4383 -0.3005
H -1.6454 -1.8304 -0.4263
H 0.4612 -0.6273 0.1421
H -0.4444 0.3263 1.1510
H -1.1404 0.6072 -1.6593
H -1.2718 1.7867 -0.5960
H 2.8213 1.4323 -2.7876
H 2.1772 -0.1365 -2.0971
H 3.3348 1.1755 -1.1534
H 2.3111 0.5579 0.9240
H 2.6330 -0.0771 2.1198
O 2.4465 -0.3654 1.2605
```

Results of the natural (NBO) charge analysis, in e, for atoms 1 through 6: C -0.616; C -0.413; C -0.467; C -0.467; S 0.748; C -0.739

=====

4.
DFT (ωB97M-V/def2-TZVPD) results for a single C4H6N2O molecule.

The energy relative to the best compared isomer or geometry (same formula, charge and spin) comes out at 51.8 kcal/mol. The calculation puts the electronic energy at -340.7123 Eh. The value obtained for the gap between HOMO and LUMO is 10.382 eV. Its SMILES is CC(=O)[C@@H]1N=C1N.

```
13
C4H6N2O (ωB97M-V/def2-TZVPD)
C -2.1910 0.4341 -0.0799
C -0.6975 0.3590 0.1155
O -0.0858 1.2838 0.6220
C 0.0781 -0.8264 -0.3715
N 1.0825 -1.5126 0.5729
C 1.5063 -0.6457 -0.2304
N 2.5727 0.0682 -0.6696
H -2.4617 1.4616 -0.3355
H -2.5659 -0.2569 -0.8399
H -2.6696 0.1892 0.8748
H -0.3836 -1.4857 -1.1095
H 2.3911 1.0658 -0.6520
H 3.4617 -0.1739 -0.2564
```

Results of the natural (NBO) charge analysis, in e, for atoms 1 through 6: C -0.717; C 0.564; O -0.564; C -0.274; N -0.339; C 0.426

=====

5.
DFT (ωB97M-V/def2-TZVPD) results for 11 unconnected molecules or ions with the total composition H22O11 in a non-equilibrium geometry.

The energy relative to the best compared isomer or geometry (same formula, charge and spin) comes out at 68.7 kcal/mol. The calculation puts the electronic energy at -840.7706 Eh. The value obtained for the gap between HOMO and LUMO is 10.150 eV. Its SMILES is O.O.O.O.O.O.O.O.O.O.O.

```
33
H22O11 (ωB97M-V/def2-TZVPD)
O 1.5269 -2.8737 1.0005
H 1.5805 -1.9174 0.8611
H 1.7733 -3.2257 0.1504
O 3.6218 1.1530 2.2877
H 3.2821 1.9777 2.6175
H 2.9831 0.4585 2.2023
O -1.7693 -0.9118 -4.1680
H -2.4659 -0.2765 -3.9284
H -1.9834 -1.7878 -3.7750
O 0.0236 1.8664 -3.1874
H 0.0541 1.3055 -3.9811
H 0.5780 1.6300 -2.4220
O 0.4194 -3.5466 3.6506
H -0.2502 -2.9245 3.2572
H 1.1954 -2.9752 3.6208
O -3.5441 -0.6063 -0.3012
H -4.3630 -1.0959 -0.2886
H -3.6750 -0.1190 0.5105
O -2.0287 3.0352 -1.6492
H -1.5529 2.1963 -1.6815
H -1.9107 3.3154 -2.5650
O -1.3828 -2.4567 0.2426
H -2.0808 -3.0385 -0.0407
H -1.6075 -1.5209 0.0465
O 3.6400 0.1684 -0.5231
H 2.9304 0.5753 -1.0211
H 3.7657 0.6188 0.3063
O -0.1801 0.8423 0.3007
H -0.6329 0.6626 1.1388
H -1.0093 1.1537 -0.1968
O 1.2832 2.8429 2.8174
H 0.2851 2.5622 2.8337
H 1.4942 2.9124 1.8847
```

Results of the natural (NBO) charge analysis, in e, for atoms 1 through 6: O -0.934; H 0.462; H 0.471; O -0.969; H 0.497; H 0.480

=====

6.
DFT (ωB97M-V/def2-TZVPD) results for a single C20H31N5O4 molecule.

The energy relative to the best compared isomer or geometry (same formula, charge and spin) comes out at 32.9 kcal/mol. The calculation puts the electronic energy at -1355.4325 Eh. The value obtained for the gap between HOMO and LUMO is 9.052 eV. Its SMILES is CC(C)Cn1[nH]c(CC(=O)N2CC(CN(C)C(=O)CC(=O)NC3CC3)C2)cc1=O.

```
60
C20H31N5O4 (ωB97M-V/def2-TZVPD)
C 0.5698 -1.7265 -0.2624
C 1.6487 -2.7841 -0.4655
C 1.0543 -4.0825 -1.0017
C 2.4759 -3.0761 0.8122
N 2.2838 -2.1814 1.9321
N 2.7960 -0.8798 1.8776
C 2.1316 -0.1672 2.8667
C 2.5837 1.2221 3.1967
C 1.4250 1.9930 3.8090
O 1.2251 2.0202 5.0085
N 0.6131 2.6080 2.9195
C 0.3975 2.3266 1.4898
C -1.0672 2.7998 1.6564
C -2.1621 1.8005 1.3088
N -2.7129 1.9421 -0.0376
C -4.0665 2.4593 -0.1497
C -1.9484 1.5432 -1.0791
O -0.7844 1.1980 -0.8856
C -2.5880 1.5488 -2.4552
C -1.9427 0.7600 -3.5969
O -2.6104 0.5386 -4.5916
N -0.6571 0.3879 -3.4590
C 0.0108 -0.3442 -4.4906
C 1.1816 -1.1820 -4.0895
C -0.1064 -1.8385 -4.5136
C -0.7834 2.9602 3.1715
C 1.1236 -0.8956 3.3797
C 1.1587 -2.2112 2.7451
O 0.4043 -3.1651 2.8275
H -0.1594 -2.0488 0.4841
H 0.9855 -0.7680 0.0480
H 0.0265 -1.5611 -1.1948
H 2.3434 -2.3986 -1.2201
H 0.3207 -4.4779 -0.2956
H 0.5591 -3.9159 -1.9599
H 1.8242 -4.8426 -1.1515
H 2.1951 -4.0537 1.2059
H 3.5431 -3.1144 0.5862
H 3.8093 -0.8571 1.9287
H 3.3868 1.1923 3.9341
H 2.9524 1.7112 2.2927
H 1.0173 2.9206 0.8188
H 0.4850 1.2726 1.2292
H -1.2649 3.7527 1.1654
H -1.7828 0.7829 1.4365
H -2.9986 1.9275 1.9979
H -4.2614 2.8372 -1.1479
H -4.8117 1.6967 0.0906
H -4.1878 3.2909 0.5446
H -3.6130 1.1848 -2.4044
H -2.6544 2.5840 -2.8042
H -0.2078 0.5940 -2.5750
H 0.0450 0.1622 -5.4461
H 2.0293 -1.2219 -4.7581
H 1.4320 -1.2085 -3.0369
H -0.7179 -2.2853 -3.7415
H -0.1457 -2.3294 -5.4753
H -1.2827 2.2298 3.8148
H -0.9288 3.9559 3.5885
H 0.4079 -0.5863 4.1223
```

Results of the natural (NBO) charge analysis, in e, for atoms 1 through 6: C -0.612; C -0.236; C -0.604; C -0.220; N -0.271; N -0.412